Record 1
The following is a DFT calculation (ωB97M-V/def2-TZVPD) of a structure of composition C19H48Br2F9N4O15S3V in a non-equilibrium geometry.

Calculated values
* lowest unoccupied orbital energy (alpha / beta): -2.50 / -6.07 eV
* expectation value of S²: 0.757
* highest occupied orbital energy (alpha / beta): -10.574 / -10.545 eV
* Kohn-Sham gap (alpha / beta): 8.08 / 4.48 eV
* multiplicity: 2
* total charge: +1

XYZ file:
```
101
Properties=species:S:1:pos:R:3:forces:R:3
C 6.32081 -5.47653 10.07570 1.7863 -0.2595 -0.7358
H 9.09197 -10.07394 9.67700 0.5082 -0.1042 0.0598
H 16.49392 -7.91291 9.94114 0.1636 -0.0535 -0.6654
H 6.10523 -4.86150 9.20199 -0.4259 1.1767 0.8683
H 20.01755 -8.79642 9.54917 -0.5712 0.4531 -0.2648
S 12.59214 -8.95291 14.08187 1.3506 1.7527 1.6538
C 12.98104 -10.68532 4.21358 0.0485 2.8278 1.4247
O 12.86061 -8.69840 6.12992 0.8186 -1.0050 -1.2809
C 15.81403 -5.50851 5.38516 -0.7705 0.0322 0.4356
O 12.85241 -10.38549 14.06113 -0.6372 0.7283 -0.3097
O 8.47943 -7.40093 5.90745 -0.3270 -2.4868 2.1424
H 19.33719 -9.64143 10.88367 0.1318 -0.5540 0.0503
H 6.65368 -7.31334 9.20757 1.0115 -0.7256 -1.0346
F 8.66928 -10.49803 5.10746 -0.8908 0.5396 1.3626
N 17.12204 -10.51787 6.87521 1.1656 -0.6697 0.0621
H 16.51174 -3.96992 8.32214 0.2868 -0.0034 -0.6152
C 8.36257 -10.82597 9.97787 0.3852 0.3978 -0.2366
O 16.81685 -5.81811 6.33778 1.7442 -0.9851 0.6631
F 13.45094 -11.64403 4.95295 0.6263 -1.7614 1.1348
O 11.16184 -8.54065 13.92386 1.1838 -0.8585 0.0801
H 8.67062 -11.81798 9.64755 -0.2292 0.1529 -0.0028
H 17.68075 -11.22357 6.41703 0.3731 -1.0143 0.4809
F 11.63033 -10.66733 4.41219 1.3130 -0.1226 -1.3477
F 13.43975 -10.87603 2.98519 -1.1693 0.1425 -0.0905
H 8.37776 -7.80504 14.03355 -0.0197 0.1639 0.1109
H 7.34694 -9.00095 11.29327 -0.2112 0.2467 0.2174
H 10.48944 -5.88217 10.60711 0.1507 0.2733 0.1317
O 13.50022 -8.06554 3.84462 0.0745 -0.2482 0.2523
O 18.11380 -9.57093 9.23248 -0.6308 -0.3711 0.1257
H 8.75117 -11.44359 13.67931 -0.0828 -0.3471 -0.4698
C 7.42307 -8.33096 14.02469 -0.0643 0.4197 0.4487
H 8.22038 -5.40474 9.01304 0.3782 -0.6556 -0.1382
H 15.71355 -10.03680 8.19456 -0.5139 -0.1888 0.2603
C 16.15581 -6.87677 9.92715 0.7906 -0.8406 0.1588
C 13.40761 -8.34781 12.44852 -1.1118 0.1820 0.4429
H 14.93343 -5.23543 5.96660 -0.4230 0.4327 -0.3206
Br 12.24927 -5.62989 8.16551 0.2157 -1.2728 -0.0018
O 11.09854 -8.40477 9.63712 1.8599 -0.6975 -1.7836
H 17.77847 -5.87828 8.82080 0.0300 -0.0462 0.2478
H 9.81316 -5.61864 12.27783 -0.0382 0.4186 -0.0767
H 16.50403 -12.98196 7.83462 -0.1190 -0.1838 -0.5411
H 7.46258 -10.45838 9.48491 -0.4203 -0.4712 0.1448
H 8.19029 -4.39438 10.38631 -0.0053 0.0700 0.5125
H 14.99406 -12.21633 7.08800 0.5613 0.1438 -0.4759
S 8.61333 -8.47081 6.93686 0.4761 3.2436 -2.4037
H 5.47207 -7.31959 10.25762 -0.6664 -0.4085 -0.0647
C 16.40294 -10.87991 8.14979 -0.1743 0.4747 0.3599
H 17.10187 -7.72278 7.31907 0.2194 0.3143 -0.0328
H 4.55089 -5.09369 11.19704 -0.0135 0.2997 0.4898
H 15.07803 -6.99016 10.04393 -0.1726 0.5882 -0.5261
V 11.99534 -8.56987 8.30041 0.1500 2.2681 0.8548
C 16.53253 -6.79454 7.36703 -2.0321 2.3504 -0.9044
H 8.41960 -10.72962 15.13266 -0.6812 0.0665 0.3118
C 19.40443 -9.66318 9.79597 0.8680 0.7286 0.4602
C 15.72454 -12.22261 7.89699 -0.1253 -0.0097 1.1197
H 15.92989 -4.44831 9.75875 0.1959 -0.1207 0.6029
H 15.46840 -6.99490 7.24215 -0.2094 -0.7152 0.2531
H 17.78498 -9.77822 7.05834 -0.0275 0.7614 0.0886
C 5.59723 -5.29793 11.42413 0.5847 0.2029 -1.1805
H 6.10748 -4.53470 12.01168 -0.4280 0.1974 -0.1149
H 9.04858 -9.13452 11.80798 -0.0494 0.9829 0.3179
F 7.84830 -10.97775 7.09825 0.3753 -0.8874 0.3428
H 20.01749 -10.46419 9.38287 -0.4202 -0.6340 0.2793
O 15.11842 -9.24077 5.22513 -0.2373 -0.6622 0.4246
C 17.33149 -10.74025 9.43207 -0.3666 -1.5145 -2.3965
N 8.55972 -10.56833 14.14552 0.1809 1.3886 -0.8436
O 13.37263 -8.21214 15.12448 -1.9837 -1.2573 -2.2490
H 10.25746 -7.19461 11.71188 -0.3867 -0.1728 -0.1507
Br 12.06659 -11.49097 8.79201 -0.0427 0.4330 -0.1204
S 13.70268 -8.99722 4.92050 -1.7054 0.5181 0.3325
F 13.02836 -7.08779 12.04288 0.1273 -1.3226 0.3776
F 6.66166 -9.88541 5.73206 -0.2956 0.4148 -0.4058
F 13.08827 -9.23893 11.50025 -0.0539 0.3526 -0.1872
O 8.53764 -6.43804 10.86844 -2.3987 0.1811 -0.9408
C 7.93901 -5.40552 10.06609 -1.0833 -0.6818 0.7908
H 9.39689 -10.00560 14.09470 1.5798 0.2733 0.0729
H 5.19490 -6.79625 8.68976 -0.2679 0.3659 -0.1269
H 16.57401 -6.57212 10.88652 -0.0625 0.7384 -0.0369
H 6.99968 -8.39002 15.02736 0.3316 -0.2284 0.1929
H 16.20173 -4.67805 4.79514 -0.1364 -0.0297 0.1395
O 13.56727 -8.65087 8.67087 -1.8611 -0.3762 0.4225
H 16.48099 -10.30086 6.12550 -1.2567 1.1813 -0.4039
H 15.11231 -4.83615 8.45793 -1.0707 0.0376 -0.5528
H 5.66068 -6.21362 12.01199 0.0842 -0.1343 -0.0791
N 16.05767 -4.73577 8.79899 -0.4199 -0.1301 -0.3615
C 16.71329 -6.08053 8.70859 0.5411 -1.2969 1.4691
O 10.04790 -8.77425 7.15135 -0.5924 -0.7091 0.4473
H 16.67352 -10.91379 10.28358 -0.1250 1.3346 0.4328
C 7.89553 -10.06457 6.14729 1.3185 0.7322 -0.3763
N 5.83073 -6.79217 9.47449 0.8999 -0.4926 1.6165
H 15.47740 -6.30087 4.71662 0.4805 -0.3925 0.0659
C 8.05187 -9.56517 11.90387 1.2135 -0.4618 0.4352
O 7.80778 -8.23565 8.15643 0.6353 -0.8227 -0.8605
C 7.58164 -9.66378 13.36757 -0.8390 -1.2134 -0.7347
C 9.82343 -6.24855 11.38833 1.1102 0.2874 -0.0211
H 6.68002 -7.72559 13.50555 0.2167 -0.0810 -0.3935
H 15.09116 -12.55752 8.71843 0.2108 0.3532 0.4440
H 6.65108 -10.23059 13.33785 -0.1184 0.0494 0.1623
H 17.95884 -11.62728 9.51986 0.5502 -0.0629 -0.3773
F 14.72983 -8.33003 12.53837 0.4649 0.0250 0.1536
O 8.23455 -10.85054 11.38776 -0.8074 -0.9547 0.3048
```
Positions in Å, forces in eV/Å.

Atomic partial charges in e from the Löwdin method, atoms 1 to 8: -0.24 0.05 0.07 0.15 0.09 0.54 -0.63 -0.43

Record 2
The following is a DFT calculation (ωB97M-V/def2-TZVPD) of a structure of composition C19H48HgO21S6 in a non-equilibrium geometry.

Calculated values
* lowest unoccupied orbital energy (alpha / beta): -2.00 / -3.71 eV
* expectation value of S²: 0.761
* highest occupied orbital energy (alpha / beta): -12.045 / -11.891 eV
* Kohn-Sham gap (alpha / beta): 10.05 / 8.18 eV
* multiplicity: 2
* total charge: +1

XYZ file:
```
95
Properties=species:S:1:pos:R:3:forces:R:3
O -2.37314 0.91912 1.91812 -0.6924 2.3735 -0.9098
H 3.82031 1.48808 -1.54710 -0.0058 -0.0628 0.2284
C 0.61652 4.16979 3.29425 0.5241 -0.4125 -0.5682
O 1.70093 -1.35946 -2.12273 0.2478 2.3360 0.6973
H 2.00983 0.56624 6.15173 -0.5594 0.4148 -0.8893
C -1.61567 1.59801 -3.37291 -0.0597 -0.5865 1.4556
H 4.12086 -5.02176 1.18647 0.1780 0.3843 0.0160
O 2.22234 2.42375 4.48310 -1.5194 -0.1404 -2.9491
S -1.35242 4.15184 0.13934 -0.9741 1.4279 1.4562
H -3.58007 3.56036 0.46231 -0.1814 -0.2671 0.5448
H 3.98179 -0.10902 -0.67481 -0.8094 0.2035 0.3580
C 3.61550 0.41752 -1.55611 -0.1057 -0.0218 -0.9064
H 1.14230 4.27919 2.34573 0.2182 -0.2203 0.1134
H 2.60698 -3.76291 -2.53035 -0.4004 -0.5669 -0.2943
H 0.94136 -4.18768 0.73840 -0.3151 -0.2307 0.1859
H -3.31607 5.19687 1.13811 0.2317 -0.0717 -0.0819
C 1.78884 1.54405 6.57967 -0.7413 0.2934 2.5790
H 3.82869 -3.42696 3.82212 -0.6137 0.1582 -0.0494
H -0.42778 -5.29430 -2.55239 0.7844 0.8196 -0.5783
H 2.20859 1.31975 7.56028 0.5926 0.8180 0.3419
H -2.19923 2.06872 -4.16411 0.0785 -0.2069 0.1652
C -2.46376 5.82611 -1.48942 -1.7547 1.6819 -1.6211
O -0.89362 -1.92809 -0.24313 -0.8891 -3.5235 -0.0338
O 1.45846 -0.99449 1.17848 1.0581 -1.0035 0.8207
H -0.02332 -5.45936 -0.21134 0.0300 0.2307 0.2338
O -2.13007 -4.04710 -1.09723 -0.0980 0.9288 1.3782
O -1.71729 0.32313 -1.07311 -2.9395 0.6962 -2.8146
C -2.94046 4.17449 1.09623 1.1128 -0.0935 -0.9638
H -1.82905 -5.80549 -3.17309 -0.8172 0.0573 0.1949
H -4.41507 4.90117 -2.23788 0.0777 0.2631 0.4676
C -1.24924 -4.88312 -3.13910 -0.6199 -2.3994 -0.5423
O 2.80842 -2.92739 1.99675 -1.0259 0.7649 0.1290
H 3.24628 -5.46545 2.62697 -0.1010 -0.0398 -0.0081
C 2.17116 -1.88227 -3.39567 1.3004 -0.5757 -0.0580
H -3.46886 5.69310 -3.48843 0.6034 -0.6749 -0.0058
H 1.17149 4.71693 4.05631 -0.4800 0.1132 0.0445
H 2.20665 0.04353 4.04010 -0.4373 0.0506 -0.6417
C -1.93996 -3.76992 -2.47768 -0.1634 1.4853 -0.7079
C 4.09711 -4.88652 2.26778 -0.4460 -0.3945 0.4211
H -2.77649 6.27624 -0.54724 0.2856 0.1294 -0.0727
C -3.71667 5.71632 -2.42722 1.0325 1.1574 -0.3543
O -0.84784 2.74684 0.15919 -0.7567 4.2554 -1.0988
H 0.74675 -3.99738 -0.97851 0.0134 -0.2894 -0.1694
H 4.84384 -2.87360 2.52040 -0.2130 0.1684 -0.2624
H -2.75106 3.80971 2.10577 -0.0833 -0.3335 -0.2702
O -1.94562 4.57251 -1.32553 1.8840 -4.6652 1.6089
H -5.05452 -0.59145 -3.62588 -0.0079 0.3825 -0.1369
H -1.14256 -4.70351 -4.20889 0.9172 0.2987 0.1441
C 3.94409 -3.44892 2.73847 0.9728 -0.6856 -0.6185
O 1.55507 0.96484 -3.17495 0.1167 -0.4956 -0.0952
O -1.36819 -0.86639 2.55245 0.9038 -0.7009 0.5032
H 1.95671 3.73863 6.04202 -0.0224 -0.2026 0.4851
H -0.99908 2.29979 -2.81129 -0.0300 0.1842 -0.2598
H 0.75820 1.74942 6.86899 -0.2271 -0.7337 -0.6924
H 3.42258 2.66649 6.16324 0.3277 0.8208 -1.0272
O 3.91621 -0.79549 1.73623 -2.1151 -0.0415 0.0794
H 4.17989 -0.01999 -2.37961 -0.2215 0.1085 -0.3130
C 2.37882 2.75020 5.86050 -0.3554 -2.0035 0.7396
C -4.08557 -0.34560 -4.06036 0.7828 -0.6826 0.0101
C 0.27277 -4.41724 -0.09130 -0.9114 1.7348 -0.1598
H -2.90638 -3.50392 -2.90590 -0.2714 -0.5617 0.1386
H 1.24516 -2.16122 -3.89848 0.3544 0.2229 -0.4410
H -3.97537 0.68746 -4.39011 -0.6469 -0.0521 -0.1892
H 2.91254 -3.58098 -4.28221 0.5301 -0.3921 0.1522
O 1.14471 0.79713 -0.78146 0.5947 -0.9373 -1.1892
H 2.94849 -1.32148 4.60984 0.0229 -1.0229 -0.5762
H 2.83111 -1.20645 -3.93956 -0.8867 0.7733 -0.1193
C 3.06527 -3.13893 -3.29763 -1.7347 -0.4988 1.2263
H -0.39500 4.51409 3.07886 -0.0026 -0.1667 0.6206
C -2.35235 -0.07896 2.65109 1.1489 -1.3281 -0.5956
S 0.66229 2.43594 3.76926 0.3660 0.5408 0.3934
H -2.59770 -1.20139 -5.34944 -0.0393 0.1203 -0.1577
S -2.65298 0.82315 -2.10045 0.7873 -0.7587 -1.8268
H -1.65870 6.37289 -1.98035 -0.3797 0.7289 0.2102
O -3.25415 -0.43920 3.41579 -1.1730 -0.0745 1.1046
H -1.39153 -2.85575 -2.70494 0.3600 0.2977 0.8830
H -3.88302 -2.36536 -5.10530 -0.0040 -0.0152 1.0661
O -3.06912 -0.53012 -3.03178 0.4203 1.2921 2.3133
O 0.75806 1.62871 2.52727 0.4471 1.2810 2.8576
H 4.97427 -5.36215 2.70648 0.1243 0.2174 -0.0345
H 4.09223 -3.17071 -2.93370 0.1800 1.0934 -0.6139
O -0.57375 5.32839 0.58535 -0.5401 -2.7636 -0.7473
S 2.58061 -1.33507 2.02237 2.6654 0.3502 2.3453
C -3.66956 -1.29888 -5.17708 -0.1880 -0.1326 -0.7095
H -1.00667 0.73808 -3.65173 0.0879 0.3995 -0.4932
O -1.89331 -3.61041 1.35557 0.5986 0.1715 -2.5495
H -4.20640 -1.11190 -6.10709 0.0923 0.7059 -0.0702
C 2.18115 -1.03582 3.89033 0.0061 0.7062 -1.9148
S 1.85059 0.28949 -1.95151 1.2858 -0.9390 0.9514
H -4.15451 6.71449 -2.43494 -0.6714 -0.1178 0.6237
H 1.17420 -1.43977 3.99509 0.1682 -0.0410 0.3383
O -0.37358 2.20894 4.77159 1.6827 -0.0899 -1.7170
Hg -0.46304 0.49098 0.75793 -0.3006 -1.0712 1.4515
O -3.79700 1.66113 -1.83317 0.8100 -1.0732 0.4023
S -1.26329 -3.34425 0.06783 1.5244 0.7206 1.6187
```
Positions in Å, forces in eV/Å.

Atomic partial charges in e from the Löwdin method, atoms 1 to 8: -0.01 0.08 -0.10 -0.26 0.07 -0.08 0.08 -0.29